{"formula": "C32H48AlNO15P", "method": "ωB97M-V/def2-TZVPD", "species": ["C", "C", "C", "C", "C", "C", "C", "Al", "O", "N", "O", "P", "O", "C", "H", "H", "H", "H", "H", "H", "H", "H", "H", "H", "H", "H", "O", "C", "O", "C", "C", "C", "H", "H", "H", "H", "H", "H", "O", "C", "O", "C", "C", "C", "H", "H", "H", "H", "H", "H", "O", "C", "O", "C", "C", "C", "H", "H", "H", "H", "H", "H", "O", "C", "O", "C", "C", "C", "H", "H", "H", "H", "H", "H", "O", "C", "O", "C", "C", "C", "H", "H", "H", "H", "H", "H", "O", "C", "O", "C", "C", "C", "H", "H", "H", "H", "H", "H"], "coordinates": [[-6.438, -2.233, 3.277], [-5.438, -1.096, 3.211], [-5.438, -0.013, 4.063], [-4.507, 0.984, 3.980], [-3.507, 0.905, 3.024], [-3.477, -0.168, 2.157], [-2.418, -0.365, 1.093], [-1.253, -1.889, 1.783], [0.540, -1.768, 1.263], [1.318, -1.540, 2.359], [1.482, -2.510, 3.024], [-2.221, -4.023, 1.316], [-1.183, -5.123, 1.219], [-4.441, -1.159, 2.252], [-6.065, -3.030, 3.931], [-7.445, -1.918, 3.569], [-6.500, -2.663, 2.269], [-6.212, 0.041, 4.828], [-4.521, 1.844, 4.644], [-2.750, 1.683, 2.968], [-1.871, 0.555, 0.871], [-2.983, -0.657, 0.193], [-1.279, -1.762, 3.369], [-3.051, -4.346, 2.435], [-3.087, -3.993, 0.173], [-4.409, -2.023, 1.587], [4.220, -0.649, -4.084], [3.737, -0.841, -3.000], [2.730, -0.096, -2.506], [2.443, -0.498, -1.147], [2.975, -1.914, -1.031], [4.164, -1.883, -1.987], [2.947, 0.193, -0.468], [1.372, -0.447, -0.970], [3.230, -2.194, -0.012], [2.228, -2.621, -1.394], [5.077, -1.541, -1.496], [4.329, -2.845, -2.467], [3.234, 2.597, -9.525], [3.201, 2.002, -8.486], [4.103, 1.048, -8.151], [3.732, 0.445, -6.890], [2.846, 1.469, -6.204], [2.165, 2.146, -7.389], [3.206, -0.489, -7.095], [4.625, 0.226, -6.315], [2.158, 1.028, -5.488], [3.463, 2.195, -5.671], [1.256, 1.623, -7.693], [1.951, 3.194, -7.195], [-1.080, -2.929, 5.654], [-0.135, -3.474, 6.129], [0.900, -2.808, 6.723], [1.929, -3.735, 7.089], [1.238, -5.088, 7.187], [0.142, -4.964, 6.134], [2.700, -3.719, 6.315], [2.372, -3.426, 8.034], [1.913, -5.928, 7.028], [0.787, -5.202, 8.176], [0.491, -5.258, 5.143], [-0.750, -5.523, 6.403], [-8.155, 2.169, 4.768], [-8.446, 2.126, 3.608], [-7.962, 1.197, 2.750], [-8.410, 1.480, 1.416], [-9.659, 2.332, 1.585], [-9.351, 3.094, 2.868], [-7.614, 2.009, 0.888], [-8.615, 0.545, 0.899], [-9.863, 2.971, 0.728], [-10.528, 1.690, 1.740], [-8.797, 4.014, 2.675], [-10.247, 3.306, 3.446], [10.280, 2.385, -5.373], [9.295, 2.318, -6.049], [8.413, 3.340, -6.180], [7.284, 2.917, -6.968], [7.786, 1.734, -7.777], [8.815, 1.115, -6.837], [6.471, 2.642, -6.291], [6.954, 3.740, -7.598], [6.992, 1.052, -8.076], [8.283, 2.089, -8.682], [8.363, 0.400, -6.148], [9.637, 0.653, -7.377], [-1.536, 3.008, 0.428], [-0.406, 2.992, 0.814], [0.623, 3.542, 0.111], [1.867, 3.271, 0.774], [1.497, 2.993, 2.220], [0.120, 2.351, 2.084], [2.337, 2.410, 0.292], [2.524, 4.133, 0.671], [2.223, 2.369, 2.739], [1.411, 3.934, 2.767], [0.189, 1.271, 1.941], [-0.521, 2.580, 2.931]], "mulliken_charge": [-1.60, 0.73, -0.56, -0.78, -0.14, 0.53, -0.87, -0.14, 0.02, 0.26, -0.38, 0.48, -0.75, -0.51, 0.31, 0.35, 0.39, 0.35, 0.46, 0.21, -0.02, 0.51, -0.21, -0.02, -0.01, 0.36, -0.57, 0.45, -0.29, -0.19, -0.35, -0.52, -0.04, 0.22, 0.26, 0.32, 0.28, 0.34, -0.60, 0.45, -0.37, -0.36, -0.35, -0.43, 0.29, 0.30, 0.31, 0.22, 0.27, 0.30, -0.51, 0.50, -0.35, -0.42, -0.47, -0.41, 0.25, 0.29, 0.32, 0.26, 0.26, 0.31, -0.57, 0.48, -0.20, -0.49, -0.50, -0.47, 0.27, 0.31, 0.33, 0.26, 0.27, 0.29, -0.58, 0.44, -0.38, -0.25, -0.44, -0.35, 0.14, 0.32, 0.25, 0.30, 0.24, 0.29, -0.57, 0.56, -0.40, -0.02, -0.72, 0.26, -0.14, 0.36, 0.37, 0.31, -0.23, 0.31], "total_charge": -1, "gap_ev": 6.92, "total_energy_ev": -82053.500}